A 3-piece molecular cluster, C19H38BNO8PS overall at a distorted geometry. Source: OMol25; level of theory: ωB97M-V/def2-TZVPD.

XYZ file:
```
69
Properties=species:S:1:pos:R:3:forces:R:3
C 6.571 -4.857 1.658 -1.730 -1.314 -0.068
C 5.169 -5.415 1.818 2.680 0.392 0.253
B 3.802 -4.503 1.850 -0.353 -1.572 1.555
C 2.432 -5.303 1.360 -3.634 -1.762 -0.736
C 0.991 -4.913 2.006 0.903 -4.325 -4.525
C -0.186 -5.805 1.324 3.390 0.151 -0.499
C 0.180 -6.880 0.193 0.163 0.662 0.723
N 1.482 -7.304 -0.394 -1.207 5.572 5.427
C 2.522 -6.461 0.255 -0.910 0.278 0.340
P 3.889 -2.888 0.813 -0.006 1.553 -1.047
O 4.555 -1.567 1.794 -3.357 -1.162 -0.232
O 2.254 -2.388 0.349 1.298 0.164 2.918
S 4.895 -3.065 -0.861 -0.418 0.518 0.498
H 7.036 -4.937 0.563 -0.072 -1.063 2.952
H 7.156 -4.366 2.562 -1.849 0.498 -2.524
H 5.049 -6.589 1.941 0.179 2.070 -2.119
H 3.609 -4.228 3.000 -0.394 0.644 0.518
H 0.871 -4.085 2.824 0.149 -1.874 -1.722
H -1.306 -5.656 1.663 2.499 -0.500 -0.949
H -0.757 -7.459 -0.275 2.245 1.388 1.197
H 3.630 -6.699 -0.127 -2.724 0.670 0.944
H 3.763 -1.320 2.389 1.928 -0.453 -1.052
H 1.689 -2.266 1.189 1.181 -0.468 -1.835
C 0.737 5.738 -0.286 0.317 -0.389 0.049
O 1.390 4.567 0.175 -0.347 0.083 -0.055
C 0.714 3.976 1.287 0.701 -0.149 -0.328
C 1.149 2.519 1.462 -0.425 -0.050 -0.157
O 0.467 1.625 0.572 0.520 0.421 0.071
C 0.899 1.664 -0.795 0.250 -0.475 0.063
C 2.254 0.984 -1.009 0.077 0.631 0.078
O 3.316 1.873 -0.661 -0.264 0.117 0.144
C 4.549 1.193 -0.488 -0.094 0.007 -0.006
H 0.682 6.487 0.509 -0.122 0.100 0.010
H 1.314 6.147 -1.120 0.010 -0.124 0.161
H -0.266 5.494 -0.648 -0.124 0.111 0.064
H -0.371 4.021 1.140 -0.035 -0.028 0.031
H 0.984 4.549 2.181 -0.148 -0.013 0.193
H 0.861 2.199 2.469 -0.103 0.034 -0.106
H 2.232 2.401 1.387 -0.026 0.214 -0.189
H 0.885 2.684 -1.185 0.233 0.016 0.084
H 0.144 1.099 -1.353 0.073 -0.052 0.164
H 2.371 0.726 -2.068 -0.125 -0.222 -0.036
H 2.308 0.073 -0.402 -0.060 -0.059 -0.123
H 4.477 0.479 0.338 0.109 -0.160 -0.166
H 5.318 1.929 -0.243 -0.166 0.057 -0.067
H 4.835 0.676 -1.410 0.033 -0.138 0.124
C -2.471 1.430 0.889 -0.209 0.050 -0.319
O -3.744 1.632 0.297 -0.159 0.359 -0.068
C -4.271 2.929 0.581 -0.241 -0.809 -0.359
C -5.380 3.283 -0.413 0.401 0.298 0.029
O -4.872 3.763 -1.665 -0.018 -0.441 0.104
C -4.317 2.764 -2.531 -0.371 0.223 -0.145
C -5.388 1.896 -3.198 0.396 -0.374 0.575
O -5.818 0.866 -2.307 -0.299 0.180 -0.072
C -7.040 0.277 -2.720 0.428 0.040 0.147
H -2.531 1.537 1.976 0.107 0.045 0.110
H -2.137 0.417 0.649 -0.104 0.184 0.012
H -1.746 2.138 0.477 -0.062 -0.107 0.194
H -3.476 3.682 0.528 -0.023 0.069 -0.016
H -4.682 2.904 1.596 -0.040 0.226 0.123
H -5.954 4.117 0.005 0.145 0.009 -0.077
H -6.080 2.457 -0.561 0.236 -0.148 0.054
H -3.566 2.164 -2.012 -0.223 -0.175 0.032
H -3.794 3.320 -3.317 -0.167 0.009 0.080
H -4.965 1.412 -4.085 0.007 0.133 -0.177
H -6.237 2.522 -3.493 0.015 0.071 -0.025
H -7.841 1.022 -2.721 -0.098 0.023 -0.133
H -7.301 -0.511 -2.010 0.152 0.109 -0.050
H -6.935 -0.167 -3.716 -0.121 0.026 -0.041
```
Forces are in eV/Å.

Calculated values
Net charge: -1
LUMO energy in eV: 2.19
Calculated total energy in a.u.: -2167.4795
Frontier orbital gap in eV: 5.5735